ORCA calculation (the ωB97M-V functional and the def2-TZVPD basis) on a 7-piece molecular cluster, C27H60N2O5 overall in a non-equilibrium geometry.

Geometry as XYZ:
```
94
Properties=species:S:1:pos:R:3:forces:R:3
C -4.0796 0.2641 15.9710 0.2 -0.3 -0.7
C -4.3639 -1.1475 15.4038 0.4 0.2 1.3
N -5.5262 -1.1640 14.5619 -1.1 0.0 -0.5
C -5.2801 -0.5455 13.2609 0.8 0.1 0.0
C -6.4472 -0.4976 12.2898 -0.8 -1.0 0.4
C -6.2395 -2.4624 14.5110 1.2 0.7 0.8
C -7.1318 -2.5341 15.7449 -0.4 -0.3 0.2
H -3.0195 0.3931 16.1904 0.0 0.0 0.2
H -4.6751 0.4404 16.8630 0.0 0.0 0.1
H -4.3397 1.0238 15.2369 0.0 0.1 0.0
H -3.4666 -1.6337 14.9850 0.0 0.4 -0.6
H -4.5164 -1.7598 16.2994 -0.5 -0.2 -0.2
H -4.9463 0.4776 13.4422 -0.1 0.1 0.1
H -4.4062 -1.0307 12.7916 -0.1 0.0 -0.2
H -7.4073 -0.4201 12.8144 0.2 0.5 0.1
H -6.3719 0.3030 11.5611 0.1 0.0 0.0
H -6.5851 -1.4503 11.7690 0.4 0.2 -0.3
H -5.4889 -3.2626 14.5189 -0.1 -0.2 -0.2
H -6.7751 -2.4814 13.5695 -0.3 -0.3 0.2
H -7.4957 -3.5233 16.0414 -0.1 -0.1 -0.6
H -7.9842 -1.8749 15.5774 -0.1 0.0 0.2
H -6.6242 -2.2261 16.6624 0.3 0.4 -0.3
C -10.5373 0.7374 22.3511 0.3 0.3 0.4
C -9.1192 0.5148 21.8670 0.5 -0.3 -0.5
N -8.7217 -0.9111 21.9024 -0.2 0.6 -0.2
C -7.8964 -1.2150 20.7332 -0.5 -0.5 -0.2
C -8.7913 -1.4717 19.5095 0.2 -0.4 0.3
C -8.0540 -1.1932 23.1791 -0.2 0.1 -0.1
C -7.7187 -2.6718 23.3467 0.1 0.3 -0.5
H -11.1770 0.0068 21.8614 -0.1 -0.1 0.2
H -10.9005 1.7358 22.1007 0.1 0.0 0.0
H -10.5827 0.6549 23.4384 -0.3 -0.2 -0.1
H -9.0398 0.9063 20.8466 -0.1 -0.4 -0.1
H -8.3265 1.0693 22.3916 -0.4 0.3 0.3
H -7.1762 -0.4262 20.4835 0.2 0.1 0.3
H -7.3431 -2.1226 20.9656 0.1 0.0 -0.2
H -9.3587 -2.3882 19.6749 -0.2 0.1 0.1
H -9.4853 -0.6484 19.3437 0.0 0.0 0.0
H -8.2194 -1.6467 18.5958 0.1 0.2 0.0
H -8.7312 -0.9288 23.9958 -0.1 0.2 -0.2
H -7.1975 -0.5020 23.2436 0.3 -0.4 0.4
H -7.5957 -2.9716 24.3844 0.1 0.1 0.1
H -6.8124 -2.9152 22.7926 0.0 -0.2 0.1
H -8.5525 -3.2292 22.9171 0.1 -0.2 0.1
C -11.0933 2.4523 14.0418 -1.4 -0.2 0.6
C -12.3640 1.9447 13.3434 0.4 0.4 -0.5
C -13.5657 1.7909 14.2339 -0.3 -0.5 -0.1
O -12.4389 1.7241 12.1569 0.3 0.0 0.2
H -10.4878 1.5869 14.3108 0.3 0.1 -0.2
H -11.4851 2.8714 14.9701 0.5 0.1 0.2
H -10.5709 3.2470 13.5193 0.2 -0.3 -0.3
H -13.4640 0.9281 14.8994 0.3 0.2 0.2
H -14.4362 1.5691 13.6189 0.0 0.3 0.0
H -13.6953 2.6894 14.8351 -0.2 -0.1 0.0
C -5.5545 3.5777 10.7318 -0.1 -0.6 0.8
C -6.3239 4.3328 11.8116 -0.1 0.1 -1.0
C -6.1632 3.9251 13.2395 -0.1 0.5 1.8
O -7.1155 5.1835 11.4729 0.1 0.0 0.4
H -4.6794 4.1103 10.3651 -0.1 0.3 0.0
H -6.2465 3.3688 9.9202 0.1 0.1 -0.2
H -5.2020 2.6266 11.1440 0.1 0.0 -0.1
H -5.1692 4.0095 13.6897 0.4 -0.4 -0.7
H -6.5556 2.9337 13.4749 0.2 -0.2 -0.5
H -6.7098 4.5842 13.9225 -0.3 0.1 -0.6
C -4.3548 6.8916 15.6308 0.3 0.3 -0.1
C -3.3006 6.8093 16.7017 1.0 -1.0 0.5
C -3.4347 5.7271 17.7626 -1.0 0.9 0.0
O -2.3233 7.5225 16.6933 -0.3 0.3 -0.2
H -5.2212 7.4463 15.9947 0.0 0.2 -0.1
H -4.7150 5.9213 15.2954 0.1 -0.1 0.1
H -3.8376 7.4115 14.8245 -0.5 0.1 -0.2
H -4.1528 4.9849 17.4164 0.3 -0.3 0.3
H -3.9001 6.2451 18.6116 -0.1 -0.2 0.1
H -2.4901 5.3446 18.1309 0.1 -0.1 -0.3
C -8.2859 5.7550 15.7290 -0.3 0.2 1.0
C -9.3339 5.5441 16.8092 -0.2 -0.7 0.0
C -8.9509 5.6301 18.2702 0.6 -0.4 -0.1
O -10.4482 5.1992 16.4765 0.0 0.1 0.2
H -8.7723 5.3982 14.8275 0.4 0.1 -0.3
H -7.3729 5.2212 15.9997 0.0 -0.1 -0.2
H -8.0255 6.8147 15.6772 -0.1 0.0 -0.2
H -8.1827 4.8746 18.4825 0.2 0.2 -0.3
H -9.7551 5.3581 18.9487 -0.3 0.5 -0.2
H -8.4876 6.5936 18.4847 -0.2 0.0 0.2
C -6.7617 1.2940 18.4341 0.0 -0.4 0.5
C -6.8873 2.1846 17.2410 1.1 -0.6 -0.1
C -7.7288 1.6599 16.0863 0.0 2.1 1.0
O -6.3089 3.2508 17.2393 -0.4 0.2 -0.4
H -7.5146 1.6451 19.1480 -0.1 -0.4 0.0
H -5.8057 1.3558 18.9538 0.1 0.4 -0.2
H -6.8952 0.2404 18.1884 -0.4 0.1 0.0
H -8.7325 1.6217 16.5225 -0.1 -0.8 -0.3
H -7.3326 0.7419 15.6636 -0.2 -0.1 0.0
H -7.7698 2.5235 15.4192 0.1 -0.5 -0.6
```
Forces are in eV/Å.

The value obtained for the energy relative to the best compared isomer or geometry (same formula, charge and spin) is 20.27 kcal/mol. The structure (SMILES) is CCN(CC)CC.CCN(CC)CC.CC(C)=O.CC(C)=O.CC(C)=O.CC(C)=O.CC(C)=O. For the frontier orbital gap, the calculation gives 9.131 eV. The strongest force on any atom comes out at 0.0450 Eh/bohr.

Mulliken atomic charge list, values in e, 2 entries: -0.475, -1.024



ORCA calculation (the ωB97M-V functional and the def2-TZVPD basis) on C40H43Br2GeIrN8O3PS3 as an isolated structure in a non-equilibrium geometry.

Geometry as XYZ:
```
102
Properties=species:S:1:pos:R:3:forces:R:3
Ir 0.5754 0.1306 -0.3070 -0.5 -0.9 0.2
S 4.5878 5.6382 1.4624 -1.4 0.5 -0.1
C 6.2097 5.3706 1.2506 0.8 -1.8 0.3
C 6.5146 4.0067 1.1991 -1.1 1.5 -0.1
C 5.3198 3.2283 1.2846 0.1 0.3 -0.4
C 4.1579 3.9774 1.3797 0.3 -0.2 -0.2
C 2.7451 3.5438 1.2961 -1.5 1.4 0.8
C 2.3470 2.2498 0.9732 2.1 0.4 -0.4
N 1.0996 1.8588 0.8810 -1.1 0.2 0.0
C 0.0532 2.6873 1.2020 2.2 0.9 0.6
C 0.3426 4.0533 1.6029 -2.3 -2.1 -0.6
C -0.8622 4.8154 1.9587 0.3 1.1 -0.2
C -2.1337 4.3320 1.8034 1.8 -0.4 -0.2
C -2.3533 2.9913 1.2998 -0.2 1.3 0.6
C -3.6423 2.5373 1.0151 0.3 -0.4 0.0
C -3.7597 1.2559 0.5717 -0.5 -0.6 0.0
C -2.6249 0.4468 0.4506 0.8 -0.5 -0.2
N -1.3735 0.8432 0.6809 -1.1 1.2 0.1
C -1.2616 2.1580 1.1014 0.2 -1.0 -0.7
C -5.0686 0.7130 0.2152 -0.2 -0.7 -0.1
C -5.9685 1.2715 -0.6431 0.5 0.2 -0.1
C -7.1169 0.4621 -0.8654 -0.6 0.6 0.1
C -7.0984 -0.6457 -0.0990 1.8 0.3 0.4
S -5.6271 -0.8203 0.8049 -0.4 0.5 -0.3
C 1.6646 4.4513 1.5579 1.8 -0.3 0.3
H 6.8868 6.1990 1.2647 0.3 0.2 -0.1
H 7.5347 3.7111 1.0334 0.0 -0.5 0.2
H 5.2930 2.1549 1.2257 0.1 -0.3 0.0
H 3.1944 1.5842 0.6762 -1.2 0.1 0.3
H -0.7165 5.8665 2.2855 -0.1 -0.9 -0.1
H -2.9921 4.9298 2.0312 -0.2 0.3 0.1
H -4.5549 3.0980 1.1258 0.1 0.5 0.2
H -2.7969 -0.5684 0.0910 0.3 0.1 0.1
H -5.7253 2.2292 -1.0879 -0.3 -0.1 -0.2
H -7.9961 0.7275 -1.4573 0.5 0.0 0.1
H -7.8340 -1.3512 0.0835 -1.3 -1.2 0.0
H 1.9475 5.4712 1.7917 -0.3 0.1 0.1
Br 1.9851 -0.8518 3.4051 0.3 -0.6 0.4
C 2.5018 -2.6700 3.8993 0.9 -0.2 -0.9
Br 1.8396 -4.0049 2.6391 0.2 0.2 0.0
H 2.1314 -3.0141 4.8401 -0.4 0.5 0.6
H 3.6038 -2.7345 3.8970 -0.7 0.2 -0.1
O -5.1869 -3.0841 5.5393 1.1 0.1 0.7
S -6.3311 -3.1337 4.6574 0.2 -1.5 -0.3
O -7.1171 -4.1408 5.3896 -0.4 -0.1 0.0
O -6.9193 -1.9221 4.3000 -1.1 1.8 -0.5
C -5.7748 -3.8916 3.1360 -0.6 -2.4 -0.5
N -6.6073 -4.7178 2.4592 0.0 1.2 0.9
C -6.0991 -5.2757 1.3765 -0.7 -0.3 0.1
C -4.7979 -5.0917 0.9880 1.2 2.2 -0.8
C -4.0235 -4.1675 1.7139 -1.4 -1.2 -0.3
N -4.5296 -3.6717 2.8558 1.4 0.9 -0.6
C -2.7544 -3.5903 1.1974 -1.4 -0.2 -2.5
C -2.4247 -3.4925 -0.1822 -1.2 -1.3 0.1
C -1.3351 -2.7007 -0.5045 -2.2 -2.0 -2.5
N -0.5890 -2.0528 0.3099 2.5 2.4 1.9
C -0.8603 -2.0828 1.5956 -3.8 -2.9 -0.3
C -2.0210 -2.8411 2.0098 3.2 1.9 3.0
H -6.7651 -5.8516 0.7368 0.0 -0.1 0.3
H -4.5468 -5.2551 -0.0541 0.3 -0.9 0.3
H -3.0713 -4.0431 -0.9567 1.4 1.1 1.1
H -1.0957 -2.6087 -1.5382 0.2 0.1 -0.8
H -0.2779 -1.6279 2.3193 1.1 1.1 0.9
H -2.2767 -2.8902 3.0734 0.2 0.4 -0.3
C 4.6208 -3.2100 -1.2527 1.6 0.5 -0.9
N 3.6814 -2.8736 -2.4126 0.6 0.7 -0.8
C 4.4503 -1.8061 -3.3047 -0.6 0.8 0.0
N 4.8119 -0.6603 -2.5090 -1.2 0.0 -2.0
C 5.7106 -1.0222 -1.4705 -0.3 0.6 0.8
N 5.0628 -2.0065 -0.5990 -1.0 0.3 1.9
C 3.9633 -1.3699 0.2169 0.0 -0.7 -1.1
P 2.5882 -0.7294 -0.8922 0.6 -0.8 0.7
C 2.3885 -2.3154 -1.8731 0.1 0.1 -0.8
C 3.6557 0.1730 -2.0933 0.5 -1.1 0.8
H 5.5450 -3.6407 -1.7265 -1.0 -0.1 0.5
H 4.0611 -3.9212 -0.6327 0.5 0.3 0.2
H 3.4647 -3.7116 -2.9815 0.3 0.5 0.3
H 3.7179 -1.4495 -4.0698 0.7 -0.7 0.3
H 5.3615 -2.2985 -3.7279 -0.9 0.3 0.3
H 6.0115 -0.0590 -0.9704 -0.3 -1.3 0.1
H 6.5877 -1.4541 -1.9110 0.6 -0.3 -0.2
H 4.3326 -0.6029 0.8788 0.4 0.4 0.0
H 3.5109 -2.1104 0.8714 0.0 -0.3 0.0
H 1.7743 -2.0296 -2.7653 0.1 -0.5 0.8
H 1.9917 -3.1624 -1.2848 -0.5 0.7 -0.2
H 3.9992 1.0847 -1.6401 0.4 0.4 0.3
H 3.0115 0.4920 -2.8771 -0.3 0.0 -1.2
C 1.2709 3.4770 -2.5731 0.3 -0.4 -1.5
Ge 0.0298 2.0943 -3.3044 -0.7 0.3 0.3
C 0.6068 1.5337 -5.1031 -1.5 0.9 -1.1
C -1.7776 2.8581 -2.9714 -0.7 -0.4 -1.9
C -0.0517 0.4823 -2.1863 0.4 -0.1 -0.4
H 1.0268 4.4030 -3.0882 -0.4 0.2 0.1
H 2.3170 3.3400 -2.8852 -0.1 -0.3 0.4
H 1.1994 3.6345 -1.5193 -0.1 0.0 0.8
H 0.3544 2.1867 -6.0093 0.6 -0.4 1.6
H 0.1985 0.5726 -5.4008 0.0 -0.3 0.3
H 1.6516 1.4387 -4.9397 1.2 -0.1 -0.5
H -1.9451 3.8429 -3.5167 0.1 -1.3 0.8
H -1.7435 2.9728 -1.9088 -0.2 0.5 0.8
H -2.6084 2.0989 -3.2033 1.2 1.2 0.2
H -0.4564 -0.4514 -2.6056 -0.1 0.3 -0.2
```
Forces are in eV/Å.

As for the charge: +2. As for the expectation value of S²: 8.776. The value obtained for the energy relative to the best compared isomer or geometry (same formula, charge and spin) is 39.36 kcal/mol. As for the spin multiplicity: 6. For the frontier orbital gap (alpha / beta), the calculation gives 5.516 / 5.641 eV. The strongest force on any atom comes out at 0.0934 Eh/bohr.

Mulliken atomic charge list, values in e, 2 entries: 0.817, -0.152



ORCA calculation (the ωB97M-V functional and the def2-TZVPD basis) on C17H23N2O8RuS2Si as an isolated structure in a non-equilibrium geometry.

Geometry as XYZ:
```
54
Properties=species:S:1:pos:R:3:forces:R:3
Ru -0.2704 0.1327 -0.3015 0.8 -2.0 -1.8
O 3.4742 0.8413 1.1824 0.2 -0.2 -0.2
S 2.3387 0.9920 0.3283 0.0 0.5 0.8
O 1.1168 1.4611 1.0059 0.0 0.2 0.0
O 1.9396 -0.2292 -0.4239 -0.8 0.3 0.4
C 2.7472 2.3044 -0.8119 -0.1 0.0 0.0
C 4.0081 2.8611 -0.6658 0.0 -0.1 0.0
C 4.3557 4.0039 -1.3722 0.0 0.0 0.0
C 3.4357 4.6069 -2.2095 0.0 0.0 0.0
C 2.1783 4.0440 -2.3798 0.0 -0.1 0.0
C 1.8305 2.8899 -1.6949 0.1 -0.1 0.0
S 0.2204 2.2181 -2.0738 -0.4 0.5 -0.1
O -0.2846 2.9888 -3.1655 0.0 0.0 -0.1
O 0.4267 0.7750 -2.3527 -0.4 -0.1 0.3
O -0.6088 2.2803 -0.8476 0.3 0.1 0.0
H 4.6973 2.3959 0.0236 0.0 0.0 0.0
H 5.3428 4.4302 -1.2508 0.0 0.0 0.0
H 3.6934 5.5132 -2.7415 0.0 0.0 0.0
H 1.4510 4.4815 -3.0477 0.0 0.0 0.0
C -4.1927 -0.1693 -2.4903 0.0 0.1 0.0
C -3.2328 -0.5722 -1.4063 -0.1 0.2 -0.1
O -2.3775 0.2271 -1.0170 0.3 0.2 0.6
N -3.3704 -1.8105 -0.9181 0.0 -0.1 0.0
C -2.4858 -2.3487 0.0982 0.0 0.0 0.1
C -1.1910 -2.8124 -0.5033 0.0 0.0 -0.2
C -0.8020 -4.1364 -0.4718 0.0 0.0 -0.1
C 0.3892 -4.5102 -1.0764 0.0 0.0 0.0
C 1.1386 -3.5542 -1.7338 0.0 -0.1 -0.1
C 0.6895 -2.2475 -1.7348 -0.2 0.0 -0.3
N -0.4412 -1.8768 -1.1207 0.5 0.3 0.8
H -4.1315 0.9057 -2.6298 0.0 0.0 0.0
H -5.2145 -0.4548 -2.2435 0.0 0.0 0.0
H -3.9026 -0.6562 -3.4230 0.0 0.0 0.0
H -4.0143 -2.4315 -1.3783 -0.1 0.0 0.0
H -2.9914 -3.1641 0.6109 0.0 0.0 -0.1
H -2.2495 -1.5759 0.8279 -0.1 0.0 0.0
H -1.4234 -4.8643 0.0316 0.0 0.0 0.0
H 0.7164 -5.5413 -1.0441 0.0 0.0 0.0
H 2.0681 -3.8046 -2.2234 0.0 0.0 0.0
H 1.2311 -1.4591 -2.2354 0.1 0.0 0.1
C -1.5694 -1.3689 3.9206 0.0 0.1 -0.2
Si -0.4255 -0.2185 2.9566 0.1 -0.4 0.6
C 1.2820 -0.4826 3.6756 -0.1 0.1 -0.2
C -1.0400 1.5221 3.2394 0.0 0.1 -0.4
O -0.5218 -0.7764 1.4082 -0.3 0.6 -0.3
H -1.4856 -1.1880 4.9948 0.0 0.0 0.0
H -1.3098 -2.4132 3.7260 0.0 0.0 0.0
H -2.6131 -1.2163 3.6293 0.0 0.0 0.0
H 1.2961 -0.2524 4.7433 0.0 0.0 0.0
H 2.0175 0.1422 3.1694 0.1 0.0 0.1
H 1.5699 -1.5273 3.5339 0.0 0.0 0.1
H -1.0364 1.7638 4.3041 0.0 -0.1 0.0
H -2.0596 1.6404 2.8624 0.0 0.0 0.1
H -0.4090 2.2411 2.7166 0.0 0.0 0.1
```
Forces are in eV/Å.

As for the expectation value of S²: 0.777. The value obtained for the energy relative to the best compared isomer or geometry (same formula, charge and spin) is 24.45 kcal/mol. As for the spin multiplicity: 2. For the frontier orbital gap (alpha / beta), the calculation gives 7.861 / 7.708 eV. The strongest force on any atom comes out at 0.0548 Eh/bohr.

Mulliken atomic charge list, values in e, 2 entries: 1.368, -0.739



ORCA calculation (the ωB97M-V functional and the def2-TZVPD basis) on C19H29AsBaO3S3 as an isolated structure in a non-equilibrium geometry.

Geometry as XYZ:
```
56
Properties=species:S:1:pos:R:3:forces:R:3
Ba 0.2349 -2.2024 -0.2640 -1.8 12.5 4.4
O 2.6656 -0.1252 -0.2687 -0.2 -1.8 -0.2
S 2.7160 1.3314 0.0273 -1.0 1.2 0.7
C 1.1160 1.8404 -0.7879 0.2 -0.3 0.3
C 0.2672 2.9920 -0.2636 0.0 -0.2 0.2
C -0.5279 2.7814 1.0325 -0.1 -0.1 -0.2
C -1.2378 1.4423 1.1977 -0.3 0.1 -0.2
S -2.9505 1.2243 0.5089 1.3 1.4 -0.5
O -2.9900 -0.2613 0.4451 -0.3 -1.5 -0.1
C -2.5695 1.7512 -1.1937 -0.2 -0.4 0.4
C -3.0384 2.9537 -1.7031 0.1 -0.3 0.1
C -2.7294 3.2942 -3.0128 0.1 -0.1 0.0
C -1.9542 2.4468 -3.7915 -0.1 0.0 0.1
C -1.5146 1.2326 -3.2788 0.1 -0.3 0.2
C -1.8347 0.8731 -1.9765 0.2 -0.5 0.2
C 2.2408 1.5067 1.7831 0.2 -0.4 -0.5
C 1.4838 0.4950 2.3616 0.0 -0.4 -0.4
C 1.0927 0.6251 3.6902 0.0 -0.3 -0.3
C 1.4952 1.7309 4.4301 0.0 -0.1 -0.1
C 2.2952 2.7073 3.8540 -0.1 0.0 -0.1
C 2.6729 2.6025 2.5219 -0.1 -0.2 -0.1
H 0.5944 0.8476 -0.8045 0.4 1.0 -0.1
H 1.4367 2.1135 -1.7939 0.0 -0.3 -0.1
H -0.4242 3.2479 -1.0629 0.1 0.1 -0.2
H 0.9101 3.8584 -0.1103 0.0 0.1 -0.1
H -1.2582 3.5891 1.1083 0.0 0.1 0.1
H 0.1457 2.8912 1.8781 -0.1 0.0 0.1
H -1.3758 1.2619 2.2661 0.0 -0.2 -0.1
H -0.6821 0.5803 0.7576 -0.5 0.8 0.4
H -3.6426 3.6065 -1.0931 -0.1 0.1 0.1
H -3.1001 4.2167 -3.4283 0.0 0.1 0.0
H -1.7128 2.7242 -4.8053 0.0 0.0 -0.1
H -0.9317 0.5525 -3.8880 0.0 0.1 -0.1
H -1.5308 -0.1116 -1.5402 -0.4 0.9 -0.5
H 1.1993 -0.4011 1.7521 0.4 1.1 0.8
H 0.4818 -0.1522 4.1318 0.0 0.1 0.1
H 1.2027 1.8239 5.4637 0.0 0.0 0.1
H 2.6262 3.5458 4.4473 0.0 0.1 0.0
H 3.2978 3.3583 2.0714 0.1 0.1 -0.1
O -1.0852 -1.3047 1.8945 0.3 -0.9 0.1
H -1.2030 -2.0824 2.4456 -0.2 0.0 0.5
H -1.9712 -1.0877 1.5340 -0.4 0.4 -0.2
C 2.0332 -3.6470 -0.6467 3.9 -2.1 -1.0
As 0.5277 -4.8515 -0.8055 -0.3 0.2 0.5
C 0.8148 -6.5750 -1.3419 0.4 -1.4 -0.7
C -0.4619 -3.6518 -1.9671 -1.5 -2.1 -3.6
S -0.4276 -4.3267 0.9443 -1.6 -3.8 3.1
H 2.9864 -4.1370 -0.8522 0.0 -0.1 0.0
H 2.0655 -3.2831 0.3829 1.0 -0.5 -0.1
H 1.9279 -2.8358 -1.3660 1.7 -0.6 -0.5
H 1.3002 -6.5660 -2.3136 0.1 -0.1 -0.1
H -0.1418 -7.0885 -1.4067 -0.1 0.0 0.0
H 1.4516 -7.0711 -0.6131 0.0 0.0 0.1
H -0.9236 -4.1685 -2.8110 0.1 -0.1 0.0
H 0.2091 -2.8865 -2.3657 -0.4 -0.5 -1.2
H -1.2745 -3.2317 -1.3727 -0.8 -0.8 -1.1
```
Forces are in eV/Å.

As for the charge: +2. The value obtained for the energy relative to the best compared isomer or geometry (same formula, charge and spin) is 201.49 kcal/mol. For the frontier orbital gap, the calculation gives 7.840 eV. The strongest force on any atom comes out at 0.2599 Eh/bohr.

Mulliken atomic charge list, values in e, 2 entries: 2.176, -0.544